(1)
# C2H9N2

A 2-piece molecular cluster, C2H9N2 overall (ωB97M-V/def2-TZVPD, the OMol25 dataset).

Geometry (Å):
N (2.29, -0.05, 1.07)
H (2.18, -0.76, 1.79)
H (0.56, -0.07, 0.19)
H (2.83, 0.63, 1.59)
H (2.81, -0.50, 0.33)
C (-2.00, -0.52, 0.14)
C (-1.28, -0.04, -0.95)
N (0.08, 0.52, -0.54)
H (-1.77, 0.05, 1.05)
H (-2.98, -0.95, 0.08)
H (-1.23, -0.30, -1.99)
H (0.08, 1.53, -0.49)
H (0.70, 0.45, -1.36)

Values from the calculation:
HOMO (alpha / beta): -3.64 / -7.78 eV
multiplicity: 2
orbital gap (alpha / beta): 4.137 / 8.091 eV
total charge: 0

Calculated atomic charges, method Mulliken, unit e: -0.928 0.273 0.404 0.246 0.268 -0.852 -0.431 -0.432 0.150 0.281 0.317 0.348 0.354

(2)
# C2H9N2

A 2-piece molecular cluster, C2H9N2 overall (ωB97M-V/def2-TZVPD, the OMol25 dataset).

Geometry (Å):
N (1.77, -0.36, 1.25)
H (1.90, -1.25, 1.72)
H (1.65, 0.36, 1.95)
H (2.60, -0.16, 0.71)
H (0.57, -0.10, 0.20)
C (-1.53, -0.44, 0.19)
C (-0.29, 0.84, -1.50)
N (-0.31, 0.12, -0.36)
H (-1.70, -0.07, 1.20)
H (-1.43, -1.54, 0.22)
H (-2.36, -0.17, -0.46)
H (0.67, 1.09, -1.96)
H (-1.23, 1.15, -1.93)

Values from the calculation:
HOMO (alpha / beta): -4.82 / -9.24 eV
multiplicity: 2
orbital gap (alpha / beta): 5.580 / 9.996 eV
total charge: 0

Calculated atomic charges, method Mulliken, unit e: -0.881 0.234 0.252 0.249 0.359 -0.788 -0.642 -0.040 0.247 0.247 0.270 0.248 0.246

Which of them is most stable? Easy: (2).

(1)
# C9H16N3O

An isolated ion of composition C9H16N3O and charge +1 (ωB97M-V/def2-TZVPD, the OMol25 dataset).

Geometry (Å):
C (-1.37, 1.93, 2.86)
C (-1.14, 0.54, 2.29)
N (-1.70, -0.47, 2.95)
N (-1.49, -1.65, 2.39)
C (-0.76, -1.42, 1.30)
C (-0.55, -0.06, 1.11)
C (0.26, 0.10, -0.21)
O (1.24, 0.98, -0.17)
C (-0.81, 0.64, -1.26)
N (0.02, 1.05, -2.40)
C (0.60, -1.39, -0.59)
C (2.04, -1.71, -0.40)
C (-0.32, -2.25, 0.20)
H (-1.19, 2.60, 1.97)
H (-2.41, 2.15, 3.09)
H (-0.78, 2.29, 3.71)
H (-2.35, -0.24, 3.65)
H (0.93, 1.68, 0.36)
H (-1.30, 1.52, -0.82)
H (-1.57, -0.10, -1.49)
H (-0.20, 0.38, -3.16)
H (0.95, 0.96, -2.10)
H (0.02, 2.08, -2.69)
H (0.32, -1.62, -1.54)
H (2.40, -2.21, -1.26)
H (2.34, -2.33, 0.39)
H (2.61, -0.72, -0.44)
H (0.14, -3.27, 0.50)
H (-1.22, -2.60, -0.45)

Values from the calculation:
structure (SMILES): Cc1[nH]nc2c1[C@](O)(C[NH3+])[C@@H](C)C2
HOMO: -12.08 eV
multiplicity: 1
orbital gap: 8.522 eV
total charge: +1

Calculated atomic charges, method Mulliken, unit e: -1.370 -0.584 0.443 -1.035 0.077 0.615 1.026 -0.598 -1.121 -0.120 0.376 -1.579 -0.871 0.293 0.408 0.303 0.237 0.505 0.326 0.398 0.384 0.355 0.380 0.421 0.433 0.419 0.250 0.380 0.249

(2)
# C9H16N3O

A 2-piece molecular cluster, C9H16N3O overall (ωB97M-V/def2-TZVPD, the OMol25 dataset).

Geometry (Å):
C (0.02, -0.12, 2.44)
C (0.09, 2.06, 1.47)
N (0.22, 0.74, 1.36)
N (-0.06, 2.85, 2.56)
N (0.01, 2.87, 0.40)
H (0.48, 0.30, 0.40)
H (-0.51, 2.52, 3.46)
H (0.76, 3.18, 2.97)
H (-0.22, 2.51, -0.44)
H (-0.38, 3.77, 0.54)
H (-0.37, 0.16, 3.43)
H (1.07, -0.58, 2.74)
H (-0.35, -1.06, 2.15)
C (2.27, -1.43, -2.21)
C (0.35, 0.04, -1.73)
C (0.95, -1.21, -1.54)
C (-0.96, 0.12, -1.24)
C (0.19, -2.29, -1.17)
C (-1.75, -0.95, -0.76)
C (-1.17, -2.19, -0.70)
O (-3.02, -0.76, -0.28)
H (0.79, 0.69, -2.44)
H (-1.56, 1.09, -1.53)
H (2.25, -1.05, -3.28)
H (2.30, -2.43, -2.77)
H (0.60, -3.32, -1.05)
H (-1.41, -3.21, -0.38)
H (-3.56, -1.11, -0.97)
H (2.97, -1.21, -1.42)

Values from the calculation:
HOMO: -12.47 eV
multiplicity: 1
orbital gap: 9.448 eV
total charge: +1

Calculated atomic charges, method Mulliken, unit e: -1.003 0.650 0.160 -0.559 -0.299 0.001 0.313 0.248 0.173 0.281 0.337 0.346 0.330 -1.349 -0.439 0.640 -0.466 -0.240 -0.048 -0.308 -0.504 0.407 0.234 0.325 0.333 0.369 0.340 0.385 0.343

Which of them is most stable? Easy: (1).